ORCA calculation (the ωB97M-V functional and the def2-TZVPD basis) on a structure of composition C53H58AsAuGe2NP at a distorted geometry.

Structure (XYZ):
```
117
Properties=species:S:1:pos:R:3
Au 0.4289 0.5640 1.0125
As 1.1191 -4.4289 -1.3415
Ge 1.8969 1.8262 2.6301
Ge -0.8681 2.7447 1.0660
P -1.2504 -0.6005 -0.3646
N 1.9136 0.5078 -1.4339
C 3.6600 2.2722 1.7146
C -3.4108 -2.2680 0.3648
C 3.2721 1.9133 -2.8871
C 4.3098 0.3874 -1.3897
C -0.0727 3.8674 2.3444
C -3.7575 3.2784 1.2535
C -0.0260 -3.0622 -0.5398
C 3.0286 -0.0346 -0.9342
C 1.8839 -1.9966 2.1131
C -2.3936 0.1965 -1.5502
C -1.0444 5.3742 4.1013
C 2.3462 -2.7038 -3.2792
C -1.9872 6.4153 4.3480
C 1.9674 0.8204 4.3922
C 2.7315 -5.0520 -3.5666
C 1.0270 3.5345 3.0044
C -3.1765 -1.5886 3.0660
C 3.4975 -3.3406 0.8854
C -4.1653 -2.4898 2.6841
C 3.3438 3.3950 0.7033
C -0.5022 3.2868 -0.8102
C 2.9233 -2.4650 -4.5666
C -2.3936 -1.3916 0.7780
C 2.0549 1.4721 -2.3734
C -1.5168 5.6609 1.7147
C 3.5638 -2.3019 0.0222
C 4.4425 1.4048 -2.3296
C -2.0786 -7.8846 -2.0540
C -3.6819 0.5634 -1.2405
C -3.9897 1.6325 -3.3562
C -2.3754 6.7307 1.9374
C -1.8843 0.6908 -2.7583
C 2.6493 -3.1527 1.9810
C -0.2067 -5.8326 -1.6936
C -2.0648 -7.1751 -0.8074
C -0.4592 -6.3886 -2.9726
C 3.4822 -3.5127 -5.2806
C 2.0418 -0.9840 1.2160
C -1.0296 -6.2867 -0.6596
C -2.7226 7.0724 3.3020
C -0.8671 5.0078 2.7646
C -2.2939 -1.1092 2.1083
C 2.9390 1.5171 5.3683
C -4.4890 1.2820 -2.1595
C -1.4068 -7.3828 -3.1738
C -2.6344 2.3394 1.7399
C 2.9044 -1.0648 0.1462
C 3.3514 -4.8467 -4.7502
C 2.2093 -4.0270 -2.8124
C -0.6700 -2.0221 -1.4879
C -1.2340 4.4921 -1.4358
C -4.2721 -2.8302 1.2867
C -2.6476 1.3723 -3.6639
H -2.2779 4.5884 -1.1795
H -2.8558 7.2160 1.1117
H -2.9950 -1.2998 4.1213
H -0.7471 5.3429 -0.9918
H 2.6303 3.1104 -0.0643
H 3.9945 -3.3872 -6.2450
H -4.7314 2.7594 1.1914
H 0.6317 3.3780 -0.8444
H 2.9414 4.2109 1.1890
H 3.9203 1.6148 4.8519
H 0.9495 0.8135 4.7894
H 0.0550 -1.5479 -2.1306
H -3.9926 4.1195 1.9467
H 4.1461 -2.4501 -0.8689
H 4.2258 2.6193 2.5882
H 5.1688 -0.0887 -0.9354
H 1.9547 -1.8216 -2.7817
H -0.7850 -5.8444 0.3904
H -1.5877 -2.4401 -1.9362
H 2.6713 2.5344 5.6205
H -4.1668 0.1780 -0.3308
H -4.6348 2.2422 -4.0924
H -1.4370 -7.9159 -4.1034
H -0.7660 -3.5387 0.0728
H 1.2225 -1.9972 2.9424
H 1.1880 2.0390 -2.6970
H 5.3596 1.8228 -2.6127
H -5.4992 1.5380 -1.9301
H -4.9601 -3.5961 0.8938
H -0.8938 2.4004 -1.3572
H 0.0845 -6.0450 -3.8291
H -0.5951 4.8757 4.9806
H -2.1419 1.7246 -4.5389
H -4.7939 -3.0466 3.4159
H 2.1910 -0.2516 4.2332
H -1.2076 5.3943 0.7451
H 0.6208 -2.6079 0.1541
H -2.6476 -7.3687 0.1172
H -2.0499 6.7150 5.4285
H 2.4923 -3.9229 2.7398
H 3.3937 2.7544 -3.5389
H -3.5708 -2.5502 -0.6548
H -0.7924 0.5429 -3.1266
H -1.5112 -0.4952 2.5707
H 3.8578 -5.5769 -5.3909
H 2.9984 -1.4517 -5.0047
H -3.5573 3.8204 0.3250
H 4.0925 1.3905 1.3207
H 2.7606 -6.0773 -3.1743
H -1.0966 4.5429 -2.5067
H 4.1735 3.7372 0.1357
H 1.5060 4.1861 3.7543
H -2.9772 1.3248 1.4908
H -2.5512 2.3639 2.8441
H -2.7871 -8.7142 -2.2423
H 3.1870 1.0620 6.3055
H 4.1048 -4.2212 0.8230
H -3.3279 7.8967 3.6388
```

Computed properties:
net charge	+2
energy relative to the best compared isomer or geometry (same formula, charge and spin)	2.707	eV
E	-244225.223	eV
2S+1	3

These are the Mulliken partial charges, in e, on atoms 1 to 8:
1 Au 1.63
2 As 0.77
3 Ge 0.51
4 Ge -0.33
5 P 0.11
6 N 1.39
7 C -0.84
8 C 0.00

ORCA calculation (the ωB97M-V functional and the def2-TZVPD basis) on a structure of composition C29H52Cl2N3O2P2SSi4Ta at a distorted geometry.

Structure (XYZ):
```
96
Properties=species:S:1:pos:R:3
Ta -0.0280 -0.0005 1.6046
Cl 2.8190 2.0292 -4.9598
Cl 1.3330 -2.8256 -3.0495
S -0.6726 0.6246 6.2519
P -2.3208 -0.3989 0.6327
P 2.4285 -0.3630 0.6934
Si 1.5947 2.5889 1.6165
Si -1.5737 2.6585 1.4720
Si -1.3886 -2.7058 2.4938
Si 1.6961 -2.4773 2.8004
O -1.1255 2.6443 -4.0989
O -0.2801 0.2438 -4.9864
N 0.0131 1.9841 1.1498
N 0.1598 -1.9361 2.1544
N -0.3774 0.4856 3.4757
C -5.4330 -1.6368 -1.7361
C 3.0247 -1.8072 1.6392
C -3.5474 -3.0952 -2.2079
C 2.1357 3.8947 0.4050
C -4.6315 -0.8723 -0.8843
C -2.7314 -2.3115 -1.3923
C -1.9722 1.9249 -4.9873
C -1.8921 4.2104 0.4867
C 4.0778 0.8364 -1.2839
C -3.2738 -1.1966 -0.7104
C -1.2491 0.8493 -5.8176
C -2.8872 1.3026 1.0954
C 1.5781 3.3841 3.3060
C -1.5238 -4.3051 1.5554
C 0.7108 -0.5027 -5.6864
C 4.8841 0.8107 -2.4168
C -1.5502 -3.0278 4.3160
C -0.2656 3.6183 -4.7054
C -4.8940 -2.7470 -2.4057
C -1.7798 3.3170 3.2222
C -2.7850 -1.4879 2.0621
C 3.7951 -1.5515 -1.4662
C -0.4820 0.5817 4.6901
C 5.1911 -0.3892 -3.0674
C 1.7164 -4.3329 2.9754
C 4.6287 -1.5724 -2.5758
C 2.0020 -1.8230 4.5181
C 2.8625 1.1447 1.6887
C 3.5086 -0.3540 -0.7950
H 2.8896 -2.3747 4.8173
H 1.4089 4.7182 0.3840
H -0.9538 4.7169 0.2281
H 0.9614 -4.7051 3.6804
H 3.2795 -2.4721 -1.1922
H 1.1992 -2.0844 5.2154
H -3.0851 -0.8613 2.9212
H -6.4917 -1.3756 -1.8734
H 2.2377 3.4883 -0.6102
H 5.2387 1.7472 -2.8443
H -1.5251 -2.1008 4.9020
H -2.4452 3.9748 -0.4310
H -1.6690 -2.5603 -1.2922
H -2.5381 -3.4961 4.4138
H 3.1087 4.2812 0.7469
H -2.6984 1.4099 -4.3353
H 1.0068 4.3195 3.3123
H -1.3984 4.3460 3.2801
H 3.8723 1.7914 -0.7999
H 0.3500 3.1718 -5.5108
H -3.4861 1.6656 0.2351
H 1.2087 2.7430 4.1147
H 4.8141 -2.5172 -3.0888
H 1.3314 0.1856 -6.2890
H -2.4938 2.6161 -5.6657
H 3.3553 -2.5692 0.9158
H -3.5703 1.2044 1.9632
H -2.0126 0.0945 -6.0904
H 0.2488 -1.2981 -6.3095
H 3.0672 0.8613 2.7390
H 2.2778 -0.7602 4.5743
H 2.6287 3.6245 3.5136
H -0.8722 4.4654 -5.0887
H -2.8577 3.3355 3.4349
H -0.7908 -3.7177 4.6963
H 3.9240 -1.4879 2.1919
H 1.3363 -0.9546 -4.9062
H -0.8070 1.3110 -6.7266
H -2.5041 4.8855 1.1067
H -5.0620 -0.0203 -0.3499
H -0.9478 -5.0999 2.0477
H -3.1384 -3.9882 -2.6961
H 2.7045 -4.5867 3.3868
H -1.1793 -4.2206 0.5177
H -2.5777 -4.6173 1.5379
H 5.8384 -0.3946 -3.9483
H 0.4133 3.9455 -3.9055
H 1.5953 -4.8789 2.0327
H -5.5356 -3.3601 -3.0616
H 3.8161 1.5292 1.2856
H -1.3052 2.7316 4.0109
H -3.6626 -2.0755 1.7370
```

Computed properties:
energy relative to the best compared isomer or geometry (same formula, charge and spin)	3.705	eV
E	-127005.229	eV

These are the Mulliken partial charges, in e, on atoms 1 to 8:
1 Ta -0.45
2 Cl -0.78
3 Cl -0.75
4 S -0.23
5 P 1.04
6 P 1.35
7 Si -0.04
8 Si 0.34

ORCA calculation (the ωB97M-V functional and the def2-TZVPD basis) on the molecule C4H8O2 at a distorted geometry.

Structure (XYZ):
```
14
Properties=species:S:1:pos:R:3
O -1.0288 1.2514 -0.2441
O 1.3714 1.4439 -0.0385
C -0.6746 0.1285 0.0711
C 1.7043 -0.7841 -0.8149
C 0.9702 0.1188 0.1726
C -2.1910 -0.1974 0.6355
H -2.7356 0.7074 1.0326
H -2.1096 -0.9074 1.4271
H -2.7653 -0.5409 -0.2273
H 0.5523 1.9811 -0.0293
H 1.3796 -0.5838 -1.8401
H 2.7869 -0.6008 -0.7669
H 1.5170 -1.8338 -0.5776
H 1.2230 -0.1828 1.1997
```

Computed properties:
energy relative to the best compared isomer or geometry (same formula, charge and spin)	3.287	eV
structure (SMILES)	CC(=O)[C@@H](C)O
E	-8369.994	eV

These are the Mulliken partial charges, in e, on atoms 1 to 8:
1 O -0.52
2 O -0.56
3 C 0.49
4 C -1.20
5 C 0.36
6 C -0.99
7 H 0.29
8 H 0.35

ORCA calculation (the ωB97M-V functional and the def2-TZVPD basis) on the molecule C5H8N2 at a distorted geometry.

Structure (XYZ):
```
15
Properties=species:S:1:pos:R:3
N -0.5582 0.1391 -0.1867
N 0.9168 2.0344 -2.4275
C -0.2556 -1.2413 -0.0212
C 0.0566 1.3833 -2.0194
C -0.9785 0.5297 -1.5067
C 0.6145 0.0609 2.0701
C 0.6610 -0.2899 0.5991
H -1.0962 -0.3501 -2.1613
H 0.1189 -1.7597 -0.9090
H 1.6661 -0.2771 0.1752
H -0.9975 -1.7540 0.5593
H -0.4038 -0.0276 2.4577
H -1.9597 1.0340 -1.5184
H 0.9504 1.0917 2.2007
H 1.2653 -0.5734 2.6880
```

Computed properties:
energy relative to the best compared isomer or geometry (same formula, charge and spin)	2.490	eV
structure (SMILES)	C[C@H]1CN1CC#N
E	-8292.506	eV

These are the Mulliken partial charges, in e, on atoms 1 to 8:
1 N -0.30
2 N -0.41
3 C -0.64
4 C 0.34
5 C -0.41
6 C -1.29
7 C 0.25
8 H 0.28

ORCA calculation (the ωB97M-V functional and the def2-TZVPD basis) on a structure of composition C11H23ClCoNO2P2 at a distorted geometry.

Structure (XYZ):
```
41
Properties=species:S:1:pos:R:3
Co 0.0265 -0.8424 0.4983
Cl -0.3580 -3.0177 0.4788
P 2.1535 -0.8780 0.1209
P -2.0984 -0.4924 0.6880
O 0.0954 -2.1527 -2.4461
O -1.5949 -0.2121 -2.6553
N 0.2236 1.0949 0.4424
C -2.4352 -0.0732 2.4081
C -3.4387 -1.4658 0.0048
C -2.0721 1.0708 -0.2701
C 2.7557 -0.7703 -1.5818
C 1.4199 1.6640 0.7140
C 0.3745 3.8331 0.6341
C 2.6055 0.7305 0.8714
C 1.5054 3.0471 0.8444
C -0.8213 3.2364 0.2509
C -0.8654 1.8497 0.1490
C 2.9825 -2.1766 1.0454
H -1.4988 0.3104 -3.4677
H 3.8199 -0.4913 -1.5789
H 2.5874 -1.7328 -2.0812
H -3.0078 1.6327 -0.1409
H -4.4029 -1.0164 0.2742
H 2.1677 -0.0217 -2.1308
H 4.0643 -2.1304 0.8724
H 2.7571 -2.0485 2.1133
H -3.3344 -1.5077 -1.0867
H 0.4308 4.9116 0.7436
H -2.5023 -1.0201 2.9618
H 2.5810 -3.1414 0.7093
H -1.7296 3.8087 0.0555
H -1.9594 0.7046 -1.3564
H -3.3850 0.4730 2.4796
H 2.4731 3.4834 1.0784
H -0.0104 -2.5195 -1.5049
H -1.6052 0.5263 2.8098
H -3.3738 -2.4733 0.4277
H 2.8360 0.5493 1.9348
H -0.0133 -2.8943 -3.0636
H 3.5237 1.1114 0.3998
H -0.8764 -0.9590 -2.6462
```

Computed properties:
net charge	+2
energy relative to the best compared isomer or geometry (same formula, charge and spin)	0.426	eV
E	-86076.570	eV
2S+1	5

These are the Mulliken partial charges, in e, on atoms 1 to 8:
1 Co -0.56
2 Cl -0.25
3 P 0.99
4 P 1.09
5 O -0.63
6 O -0.66
7 N 0.34
8 C -1.25

ORCA calculation (the ωB97M-V functional and the def2-TZVPD basis) on the molecule C4H4O2 at a distorted geometry.

Structure (XYZ):
```
10
Properties=species:S:1:pos:R:3
O -0.6883 -0.9911 1.6269
O -1.4885 1.4368 -1.0409
C 0.3279 -0.3522 -0.4299
C 0.6597 1.0029 0.1565
C -0.3191 -1.3356 0.4702
C -0.5583 0.9348 -0.5637
H 1.4080 1.4984 -0.3214
H 0.6210 0.9391 1.2901
H 0.7720 -0.8056 -1.3870
H -0.7345 -2.3274 0.1992
```

Computed properties:
energy relative to the best compared isomer or geometry (same formula, charge and spin)	2.081	eV
structure (SMILES)	O=C[C@@H]1CC1=O
E	-8304.996	eV

These are the Mulliken partial charges, in e, on atoms 1 to 8:
1 O -0.54
2 O -0.41
3 C -0.20
4 C -0.51
5 C -0.03
6 C 0.44
7 H 0.32
8 H 0.23

ORCA calculation (the ωB97M-V functional and the def2-TZVPD basis) on a cluster of 2 separate species, CH3F3NS in total at a distorted geometry.

Structure (XYZ):
```
9
Properties=species:S:1:pos:R:3
S 1.3340 -0.2793 -0.2351
F 1.4725 0.0237 -1.7966
F 2.8701 -0.4809 -0.0234
F 1.3033 1.2260 0.2307
N 0.2807 -1.0400 0.3535
C -1.9025 0.1992 0.3579
H -1.7005 -0.0592 -0.6833
H -2.3856 -0.5997 1.0120
H -1.2718 1.0103 0.7842
```

Computed properties:
net charge	+1
energy relative to the best compared isomer or geometry (same formula, charge and spin)	3.134	eV
E	-21549.557	eV

These are the Mulliken partial charges, in e, on atoms 1 to 8:
1 S 1.07
2 F -0.14
3 F -0.09
4 F -0.16
5 N -0.51
6 C -0.15
7 H 0.32
8 H 0.33

ORCA calculation (the ωB97M-V functional and the def2-TZVPD basis) on a structure of composition C28H40AsN5O5SSiW at a distorted geometry.

Structure (XYZ):
```
82
Properties=species:S:1:pos:R:3
W 0.1382 -0.4088 -0.0136
As 0.7178 -0.9036 -2.6489
S 2.3123 0.7645 -0.3408
Si 3.5983 -4.1790 0.4043
O 1.4186 -1.3735 3.8321
O -1.6628 -0.9651 -0.9683
O -2.6519 -4.7080 3.5226
O -3.4829 -2.2788 -1.0126
O 0.9796 -0.2809 1.9144
N -0.7861 -1.9713 1.1878
N -1.4833 0.6398 1.1015
N 2.7426 2.5928 -2.2208
N 0.5382 2.1875 -1.7194
N -0.2758 1.5048 -0.8548
C -4.0597 1.4713 1.8372
C 1.7198 3.9195 -4.0759
C -1.6837 -2.1560 -3.8183
C 2.7933 -2.7400 -3.6990
C -0.3270 -2.4732 -3.1923
C 0.3767 0.3297 -4.1331
C -0.2876 -2.1953 2.3980
C 1.8003 1.9239 -1.4928
C -2.5921 -3.4328 1.5577
C 4.3569 -4.7661 -1.2051
C -3.5237 1.8564 0.6392
C -3.2773 0.6935 2.6965
C 2.5805 -1.3949 -3.0248
C -2.2267 1.4464 0.2949
C -2.0192 -3.7752 2.7833
C -0.8664 -3.1249 3.2303
C -1.5265 1.9138 -0.8536
C 1.3923 -2.1453 -0.1828
C -2.4508 -1.8928 -0.5120
C 2.8573 -5.6240 1.3362
C 2.4801 3.9279 -2.7595
C 0.7602 -0.2574 -5.4883
C -1.9376 -2.4992 0.7865
C -2.1097 2.8220 -1.8805
C 0.8379 -1.2358 2.7805
C -2.0266 0.3086 2.2927
C 2.2824 -2.9506 0.0464
C 4.8850 -3.3138 1.4501
H -0.6774 0.6096 -4.0910
H 4.4579 -3.0070 2.4066
H -2.2769 -3.0678 -3.9004
H -1.4087 -0.2590 2.9673
H 1.9363 4.5200 -2.0177
H 3.6789 2.4303 -1.8876
H 4.8642 -3.9423 -1.7107
H -1.5994 2.6768 -2.8301
H 2.2944 -2.8074 -4.6673
H 3.0864 -1.3580 -2.0632
H -0.4562 -3.0498 -2.2753
H -2.2579 -1.4579 -3.2135
H 3.4545 4.3941 -2.9080
H -2.0072 3.8779 -1.6167
H -5.0549 1.7831 2.1241
H 2.0349 -6.0760 0.7795
H 2.4319 -3.5519 -3.0691
H 5.0906 -5.5562 -1.0298
H 3.6108 -6.3943 1.5176
H 5.2458 -2.4151 0.9467
H 3.8588 -2.9029 -3.8698
H 0.2794 -3.0752 -3.8664
H 0.9526 1.2286 -3.9310
H -3.6332 0.3949 3.6719
H 0.7336 3.4778 -3.9478
H 5.7405 -3.9638 1.6493
H -1.5837 -1.7390 -4.8209
H 1.5940 4.9413 -4.4372
H -0.4399 -3.2949 4.2112
H -3.1686 2.6014 -2.0090
H 3.5946 -5.1578 -1.8793
H 2.2639 3.3531 -4.8335
H -3.5275 -3.8600 1.2265
H 1.8382 -0.4019 -5.5664
H 2.4747 -5.2956 2.3047
H 2.9864 -0.5846 -3.6354
H 0.2837 -1.2182 -5.6817
H -4.0757 2.4868 -0.0422
H -2.1778 -4.8569 4.3487
H 0.4648 0.4219 -6.2905
```

Computed properties:
energy relative to the best compared isomer or geometry (same formula, charge and spin)	0.638	eV
E	-128753.226	eV

These are the Mulliken partial charges, in e, on atoms 1 to 8:
1 W 1.74
2 As 0.84
3 S -0.60
4 Si -0.22
5 O -0.74
6 O -0.22
7 O -0.55
8 O -0.74